ORCA calculation (ωB97M-V with the def2-TZVPD basis set) on a cluster of 2 separate species, C2H5O2S in total at a distorted geometry.

Structure (XYZ):
```
10
Properties=species:S:1:pos:R:3:forces:R:3
C 0.721 0.835 0.879 0.90 1.38 0.13
S -0.454 2.274 0.450 0.65 -1.23 -0.25
H 1.252 0.352 -0.088 -1.61 1.00 2.61
H 1.397 1.372 1.634 -0.29 -0.70 -1.37
H 0.136 0.215 1.577 0.27 -0.51 -1.05
O 0.242 -2.621 -0.605 -1.64 0.55 -0.12
C -0.471 -1.644 -1.002 0.70 -2.18 0.80
O -0.004 -0.604 -1.464 -0.67 1.42 -0.79
H -1.653 -1.754 -0.917 1.50 0.13 -0.10
H -1.166 1.575 -0.463 0.20 0.12 0.15
```
Positions in Å, forces in eV/Å.

## Properties
energy relative to the best compared isomer or geometry (same formula, charge and spin): 26.7 kcal per mole
total energy: -17085.98118 eV
charge: -1
E_HOMO: -4.1387 eV

Atom charges from the Löwdin analysis, given in e for atoms 1 to 4: number 1, C, carries -0.4684; number 2, S, carries 0.4948; number 3, H, carries 0.0782; number 4, H, carries 0.0092